C3H3CaO2 as an isolated structure. Source: the OMol25 dataset; level of theory: wB97M-V/def2-TZVPD.

Structure (ORCA input):
```
! wB97M-V def2-TZVPD RIJCOSX def2/J DEFGRID3
* xyz 1 1
C 1.235 0.514 -0.723
C 0.244 1.049 0.216
H 0.604 1.335 1.217
H 1.937 -0.178 -0.236
H -0.359 1.828 -0.287
O -0.822 -1.967 -0.721
C 0.022 -1.059 -0.505
O -0.590 -0.120 0.408
Ca -2.271 -1.400 0.631
*
```

Summary:
Gap between HOMO and LUMO (spin up / spin down) in eV: 5.549 / 5.550
Strongest force on any atom in eV Å⁻¹: 3.66
Relative energy (zero: lowest compared OMol25 entry of this formula, charge and spin) in kJ/mol: 355.9

Here are the natural (NBO) charges for atoms 1 to 5, given in e: atom 1 (C): -0.271, atom 2 (C): -0.187, atom 3 (H): 0.204, atom 4 (H): 0.160, atom 5 (H): 0.200